Record 1
The following is a DFT calculation (ωB97M-V/def2-TZVPD) of a structure of composition C22H47HfNOP2Si.

Results
E_HOMO, Eh: -0.228
ΔE to the lowest compared entry with this formula, charge and spin, eV: 0.658
Max |F|, eV/Å: 6.1
Lowest unoccupied orbital energy, Eh: 0.0151
Multiplicity: 1
Frontier orbital gap, eV: 6.62

Atoms and positions in Å:
N1 -0.87 -0.34 1.92
C1 1.68 0.49 2.74
H1 -0.72 4.71 -0.65
H2 0.81 -4.70 -0.41
H3 1.98 1.98 -2.73
H4 2.07 -1.46 4.70
H5 -5.40 -1.04 1.61
H6 1.15 1.45 4.55
H7 0.67 3.39 1.88
H8 3.10 -0.03 4.94
C2 -0.67 -0.78 -3.26
C3 2.07 -0.41 5.02
C4 2.31 -2.78 1.19
O1 -1.61 -1.29 -1.04
C5 -2.67 2.72 0.23
C6 -0.32 3.73 -0.96
H9 -5.32 -0.83 3.38
C7 -4.77 -0.69 2.44
H10 -3.49 0.56 -1.68
H11 -0.49 -3.87 0.51
C8 2.74 1.39 -2.20
H12 1.79 -0.38 6.08
H13 3.65 2.00 -2.10
C9 -2.93 0.12 -2.52
H14 1.69 -0.51 2.27
C10 -2.12 -0.45 5.90
H15 2.98 0.50 -2.78
C11 1.12 0.42 4.15
H16 -0.68 3.49 -1.96
H17 -4.60 0.39 2.30
C12 -2.51 -0.94 3.56
H18 -2.88 3.79 0.33
H19 -2.47 -0.44 6.92
C13 0.18 -3.80 -0.36
H20 0.78 3.79 -0.98
H21 -0.19 0.39 6.39
H22 3.07 -2.01 1.36
C14 -1.19 -0.44 3.21
C15 -1.55 -0.35 -2.09
H23 -3.94 -1.31 5.10
C16 -3.45 -1.45 2.46
Hf1 -0.35 -0.13 0.01
H24 -0.88 0.75 -1.44
H25 -4.19 -3.18 3.56
H26 3.29 0.08 0.03
H27 -0.94 4.18 1.92
H28 1.75 -2.43 -2.59
H29 -3.50 -0.75 -2.88
H30 -0.44 -3.73 -1.27
H31 -0.68 -1.86 -3.40
C17 2.32 -2.54 -1.66
H32 3.13 -1.80 -1.65
H33 0.38 -0.47 -3.14
H34 2.35 2.23 0.27
H35 -2.87 0.86 -3.32
H36 1.71 -2.89 2.10
H37 -2.75 -3.51 2.56
P1 -0.87 2.45 0.21
Si1 2.15 0.92 -0.45
C18 -0.83 0.01 5.59
C19 -2.94 -0.93 4.87
C20 -3.70 -2.96 2.60
C21 -0.41 3.22 1.82
H38 -4.34 -3.32 1.79
H39 -2.94 -1.29 1.50
H40 1.08 1.20 2.16
H41 2.75 -3.55 -1.62
H42 2.80 -3.74 0.97
P2 1.22 -2.31 -0.21
H43 -0.70 2.57 2.65
C22 -0.33 -0.03 4.30
H44 -3.12 2.36 -0.71
H45 2.71 0.87 2.73
H46 -3.13 2.18 1.06
H47 -1.02 -0.30 -4.18

Record 2
The following is a DFT calculation (ωB97M-V/def2-TZVPD) of a structure of composition C22H47InN2O2P.

Results
E_HOMO, Eh: -0.135
Max |F|, eV/Å: 1.1
Lowest unoccupied orbital energy, Eh: 0.0838
Multiplicity: 1
Charge: -1
Frontier orbital gap, eV: 5.97

Atoms and positions in Å:
H1 -6.18 -2.15 1.65
H2 -5.77 -3.51 4.51
C1 -6.77 -3.28 4.14
H3 5.29 1.33 0.22
H4 -4.45 -0.22 -1.39
H5 -7.90 -1.63 3.37
C2 -0.72 0.61 0.86
C3 3.49 0.65 -3.17
H6 -0.82 -1.30 -1.27
H7 -0.37 2.74 0.68
H8 -0.93 -4.70 -2.35
H9 -6.65 -1.17 4.51
C4 5.69 -0.24 1.60
H10 3.41 3.93 -1.24
H11 -0.15 -0.17 0.36
H12 6.65 -0.32 1.10
H13 1.78 6.61 0.27
H14 2.52 -2.84 0.12
H15 4.45 0.57 -2.68
N1 -3.46 -1.91 3.17
H16 0.07 5.05 -1.68
C5 -2.96 -0.35 0.17
H17 -0.63 -1.21 -3.04
C6 -1.31 -1.46 -2.22
C7 3.38 2.08 -3.71
N2 0.87 4.42 -1.66
C8 -3.52 -0.75 -1.20
H18 -6.06 -0.48 2.19
C9 -0.57 -3.68 -2.26
H19 -3.08 -1.02 -3.26
In1 2.15 1.73 0.05
H20 3.81 2.10 -4.71
C10 -6.87 -1.84 3.68
H21 3.36 -1.81 -1.87
C11 -2.56 -0.64 -2.38
H22 0.16 -3.51 -3.04
H23 4.86 -1.71 2.97
H24 4.47 -0.19 -0.15
H25 -2.52 1.66 0.79
H26 -1.91 1.33 -0.81
C12 0.16 1.86 1.05
C13 1.57 4.65 -0.61
H27 0.95 -2.10 -0.06
C14 1.18 5.71 0.38
H28 -7.47 -3.47 4.96
O1 -1.68 -2.83 -2.39
H29 5.83 0.33 2.51
C15 4.73 0.49 0.67
H30 4.45 -2.02 1.32
C16 2.34 -1.55 -1.60
O2 3.63 0.99 1.35
H31 2.28 -1.15 0.56
H32 2.35 2.40 -3.81
C17 -2.04 0.90 0.18
C18 5.24 -1.67 1.96
H33 -0.97 0.21 1.85
C19 -5.94 -1.52 2.50
H34 -2.30 0.39 -2.59
H35 1.70 -2.12 -2.26
H36 -3.80 -1.80 -1.14
C20 2.01 -1.92 -0.16
P1 2.08 0.26 -2.02
H37 -0.12 -3.55 -1.27
H38 3.94 2.78 -3.12
H39 -7.00 -3.98 3.33
C21 2.78 3.86 -0.36
H40 6.09 -2.35 1.92
H41 -2.47 -1.17 0.68
H42 0.38 2.01 2.10
H43 3.29 4.24 0.51
H44 1.26 5.31 1.39
H45 -3.81 -0.10 0.79
H46 3.50 -0.04 -4.01
H47 0.15 5.99 0.22
C22 -4.54 -1.73 2.87

Record 3
The following is a DFT calculation (ωB97M-V/def2-TZVPD) of a cluster of 3 separate species, C22H48BrN2 in total.

Results
E_HOMO, Eh: -0.327
ΔE to the lowest compared entry with this formula, charge and spin, eV: 0.000
Max |F|, eV/Å: 1.4
Lowest unoccupied orbital energy, Eh: -0.0723
Multiplicity: 1
Charge: +1
Frontier orbital gap, eV: 6.92

Atoms and positions in Å:
H1 -20.03 -15.54 13.21
H2 -25.49 -15.29 23.42
H3 -24.57 -13.85 26.25
H4 -15.36 -13.33 15.99
Br1 -23.14 -15.98 21.07
C1 -23.53 -11.08 22.39
H5 -22.39 -16.02 26.16
C2 -23.93 -10.57 23.80
H6 -21.48 -13.49 13.32
H7 -23.28 -9.73 24.06
H8 -22.59 -11.74 24.93
C3 -27.44 -15.56 21.46
H9 -19.03 -12.36 15.62
C4 -25.48 -13.10 23.67
H10 -26.85 -15.40 20.56
C5 -23.28 -12.58 22.55
N1 -19.67 -13.81 14.31
H11 -17.80 -13.68 12.20
H12 -22.27 -14.54 27.05
N2 -23.97 -12.95 23.85
H13 -18.23 -12.30 14.05
C6 -27.23 -14.43 22.46
H14 -22.30 -13.88 24.67
C7 -24.01 -14.64 25.76
H15 -18.38 -15.45 13.84
C8 -19.19 -14.88 13.38
H16 -21.30 -14.93 14.87
H17 -24.94 -10.17 23.82
C9 -17.43 -13.74 15.55
H18 -16.10 -12.03 15.22
H19 -26.00 -13.04 24.62
H20 -24.20 -11.71 25.62
C10 -23.34 -14.16 24.48
H21 -23.31 -13.99 19.04
H22 -20.35 -13.04 17.07
H23 -21.67 -13.33 19.16
H24 -20.54 -13.12 11.23
H25 -25.72 -12.21 23.09
H26 -27.87 -14.56 23.35
H27 -24.75 -15.39 25.47
C11 -25.77 -14.36 22.92
C12 -18.80 -14.13 12.13
H28 -22.91 -12.47 18.25
H29 -17.01 -14.57 14.99
C13 -18.54 -12.96 14.86
C14 -20.52 -12.97 13.39
H30 -21.64 -12.69 15.91
H31 -22.60 -10.63 22.02
H32 -23.48 -15.71 27.56
H33 -19.89 -15.21 15.89
C15 -23.00 -15.28 26.69
H34 -22.95 -14.48 16.61
H35 -25.16 -14.39 22.02
C16 -19.82 -12.96 12.02
H36 -22.24 -12.78 22.80
H37 -27.53 -13.47 22.03
H38 -23.23 -14.92 23.70
H39 -18.73 -14.75 11.24
H40 -23.65 -13.19 21.74
H41 -27.05 -16.49 21.89
C17 -16.31 -12.79 15.98
H42 -21.72 -15.23 17.57
H43 -17.93 -14.11 16.45
C18 -22.11 -14.25 17.27
C19 -22.52 -13.47 18.50
H44 -28.48 -15.77 21.23
H45 -19.26 -12.04 11.92
C20 -20.48 -14.44 15.41
H46 -16.50 -12.28 16.92
C21 -21.09 -13.49 16.40
H47 -20.76 -12.03 13.87
C22 -23.64 -11.76 24.69
H48 -24.31 -10.80 21.69